No. 1
61
Properties=species:S:1:pos:R:3:nbo_charge:R:1 method="wB97M-V/def2-TZVPD" total_charge=+1 lumo_ev="-2.04 / -5.57" spin_multiplicity=3 fmax_ha_per_bohr=0.004 relative_energy_kj_mol=23.1
Pt -0.536 -0.228 -0.995 0.378
S 3.459 1.901 -0.290 0.419
C 3.832 0.218 -0.376 -0.165
C 5.067 -0.380 -0.164 -0.230
C 5.172 -1.751 -0.290 -0.147
C 4.050 -2.531 -0.637 -0.211
C 2.829 -1.953 -0.844 -0.161
C 2.681 -0.555 -0.704 0.133
N 1.546 0.139 -0.848 -0.483
C 1.795 1.526 -0.698 -0.041
C 0.780 2.401 -0.932 -0.099
C 0.949 3.835 -0.922 -0.213
C -0.063 4.629 -1.354 -0.192
C -1.276 4.050 -1.804 -0.170
C -1.470 2.670 -1.741 -0.296
C -0.510 1.795 -1.271 -0.161
H 5.931 0.219 0.089 0.239
H 6.126 -2.233 -0.131 0.232
H 4.166 -3.601 -0.750 0.229
H 1.975 -2.539 -1.138 0.201
H 1.893 4.261 -0.604 0.221
H 0.055 5.704 -1.373 0.229
H -2.062 4.688 -2.184 0.220
H -2.423 2.296 -2.095 0.193
C -3.622 0.992 0.154 -0.969
P -2.762 -0.264 -0.825 1.179
C -3.650 -0.331 -2.406 -0.973
C -3.253 -1.788 0.056 -0.742
C -2.488 -2.959 -0.540 -0.721
P -0.703 -2.530 -0.614 0.997
C -0.130 -3.815 -1.775 -0.944
C -0.080 -3.022 1.018 -0.964
H -4.693 0.782 0.101 0.245
H -3.437 2.006 -0.187 0.264
H -3.303 0.912 1.193 0.257
H -4.710 -0.538 -2.258 0.244
H -3.210 -1.096 -3.045 0.253
H -3.544 0.623 -2.920 0.257
H -4.336 -1.917 0.012 0.250
H -2.979 -1.642 1.104 0.247
H -2.825 -3.166 -1.559 0.240
H -2.616 -3.879 0.033 0.250
H -0.556 -4.772 -1.468 0.243
H 0.950 -3.930 -1.820 0.243
H -0.486 -3.576 -2.776 0.255
H -0.328 -4.058 1.250 0.240
H -0.517 -2.353 1.762 0.263
H 1.001 -2.891 1.061 0.255
C 1.556 1.502 3.354 -0.437
C 0.588 2.522 2.753 -0.428
C -0.645 1.672 2.501 -0.068
O -0.147 0.397 2.092 -0.566
C 1.153 0.195 2.666 -0.066
H 1.414 1.429 4.432 0.213
H 2.600 1.753 3.171 0.224
H 0.968 2.907 1.805 0.206
H 0.395 3.367 3.411 0.227
H -1.268 2.058 1.692 0.186
H -1.253 1.567 3.407 0.169
H 1.836 -0.072 1.856 0.166
H 1.112 -0.643 3.367 0.180

***

No. 2
67
Properties=species:S:1:pos:R:3:nbo_charge:R:1 method="wB97M-V/def2-TZVPD" total_charge=-1 lumo_ev=2.35 fmax_ha_per_bohr=0.093
C 5.317 0.008 1.603 -0.320
C 4.900 0.121 0.260 -0.340
C 5.441 -0.767 -0.948 0.770
O 6.293 -1.660 -0.709 -0.563
O 4.901 -0.548 -2.271 -0.549
C 3.450 -0.704 -2.088 -0.091
C 2.662 -1.097 -3.430 -0.431
C 1.737 -2.396 -3.160 -0.400
C 0.201 -2.054 -2.867 -0.407
C -0.041 -1.410 -1.381 -0.413
C -1.106 -2.307 -0.595 -0.405
C -1.552 -1.677 0.847 0.246
C -3.156 -1.629 0.922 -0.432
C -3.755 -0.169 1.211 -0.405
C -3.956 0.719 -0.110 -0.210
N -3.316 2.042 0.128 -0.636
C -2.715 2.603 -1.118 -0.242
C -1.291 3.309 -0.877 -0.038
C -0.090 2.898 -1.764 -0.221
C 1.262 3.620 -1.549 -0.224
C 1.465 4.738 -0.481 -0.235
C 0.250 5.080 0.411 -0.254
C -1.117 4.383 0.227 0.264
O -2.272 4.682 1.033 -0.708
O -1.009 -0.319 0.873 -0.992
Al 0.608 -0.097 1.775 1.507
O 0.544 -1.894 2.384 -0.913
C -0.732 -2.476 2.002 0.028
C -1.449 -2.794 3.405 0.628
F -0.413 -3.306 4.276 -0.347
F -2.418 -3.869 3.329 -0.366
C -2.073 -1.536 4.168 0.506
F -2.583 -2.043 5.432 -0.373
F -1.099 -0.551 4.541 -0.326
H 4.705 0.560 2.404 0.226
H 6.225 -0.615 1.904 0.218
H 4.122 0.913 0.013 0.233
H 3.310 -1.523 -1.292 0.196
H 3.000 0.274 -1.703 0.196
H 1.955 -0.236 -3.700 0.203
H 3.384 -1.237 -4.321 0.224
H 1.783 -3.016 -4.138 0.198
H 2.213 -3.043 -2.351 0.208
H -0.166 -1.331 -3.691 0.191
H -0.397 -3.025 -2.905 0.201
H -0.409 -0.335 -1.595 0.212
H 0.978 -1.349 -0.841 0.231
H -2.003 -2.447 -1.306 0.188
H -0.646 -3.361 -0.485 0.200
H -3.676 -2.007 -0.039 0.205
H -3.564 -2.319 1.759 0.212
H -4.807 -0.335 1.668 0.193
H -3.146 0.339 2.038 0.220
H -5.085 0.894 -0.249 0.177
H -3.584 0.162 -1.036 0.175
H -2.562 2.000 0.826 0.373
H -3.425 3.445 -1.476 0.195
H -2.630 1.849 -1.979 0.188
H -0.248 2.085 -2.542 0.229
H 2.134 3.315 -2.217 0.218
H 2.446 5.291 -0.333 0.228
H 0.346 5.875 1.225 0.225
H -2.198 4.059 1.799 0.489
H 1.823 -0.040 0.736 -0.477
H 0.645 0.847 3.047 -0.437
H -0.449 -3.541 1.642 0.185
H -2.964 -1.049 3.658 0.171

***

No. 3
79
Properties=species:S:1:pos:R:3:lowdin_charge:R:1 method="wB97M-V/def2-TZVPD" total_charge=0 lumo_ev=-5.48 fmax_ha_per_bohr=0.074
C -1.499 -6.305 2.128 -0.166
C -2.213 -5.319 1.543 -0.385
C -3.663 -5.387 1.191 -0.339
N -4.587 -5.224 2.390 -0.928
S -5.844 -4.004 1.944 0.778
I -3.620 -4.429 4.125 1.027
P -5.531 -6.720 2.732 0.314
O -6.338 -6.602 3.923 -0.241
O -4.565 -7.994 2.797 -0.073
O -6.463 -6.922 1.425 -0.118
H -1.928 -7.275 2.405 0.050
H -0.446 -6.122 2.397 0.019
H -1.634 -4.350 1.257 -0.181
H -3.892 -6.297 0.608 0.099
H -3.845 -4.557 0.494 0.067
H -6.355 -4.455 0.770 -0.078
H -3.838 -7.929 2.155 0.070
H -5.879 -7.237 0.714 0.090
Br -1.600 -2.670 0.386 -0.026
Be -0.825 -5.891 4.472 0.793
C -0.318 1.286 2.457 0.060
C -0.910 0.115 2.704 0.030
C -1.260 -0.291 4.083 -0.360
O -1.794 -1.347 4.335 0.074
C -0.925 0.657 5.181 -0.074
C -0.335 1.824 4.936 -0.025
C 0.014 2.231 3.545 -0.359
O 0.547 3.293 3.333 0.134
H -0.052 1.599 1.454 0.139
H -1.159 -0.591 1.918 -0.002
H -1.190 0.339 6.176 -0.002
H -0.081 2.533 5.720 0.071
C 3.968 2.909 0.171 -0.361
O 2.924 2.280 0.139 -0.004
N 4.192 3.984 0.947 -0.190
C 5.455 4.694 0.942 -0.053
C 3.121 4.441 1.815 -0.052
H 4.834 2.635 -0.454 0.134
H 5.890 4.671 1.944 0.087
H 5.288 5.731 0.646 0.089
H 6.151 4.233 0.243 0.084
H 2.847 3.638 2.500 0.070
H 2.253 4.693 1.210 0.069
H 3.437 5.314 2.381 0.093
C 1.937 5.555 -1.949 0.019
C 1.958 5.538 -3.279 0.026
C 2.160 6.784 -4.061 -0.367
O 2.176 6.765 -5.273 0.111
C 2.341 8.048 -3.303 0.026
C 2.320 8.060 -1.970 0.022
C 2.118 6.819 -1.193 -0.384
O 2.100 6.824 0.025 0.073
H 1.790 4.655 -1.361 0.111
H 1.829 4.625 -3.848 0.122
H 2.487 8.953 -3.891 0.088
H 2.448 8.970 -1.398 0.120
C 1.531 10.984 -7.086 -0.080
C 1.036 9.785 -6.220 -0.437
O 1.410 9.995 -4.960 -0.123
H 2.616 11.077 -7.059 0.069
H 1.235 10.829 -8.129 0.069
H 1.091 11.922 -6.750 0.065
H 1.441 8.882 -6.727 0.115
H -0.049 9.703 -6.421 0.099
F 0.155 -6.006 6.483 -0.627
K -0.561 1.367 7.678 1.074
Cl 0.148 -5.430 -3.115 0.556
C 0.603 -6.000 -1.493 -0.661
C 0.074 -7.384 -1.206 -0.612
Cl -1.702 -7.399 -1.054 0.604
H 0.242 -5.271 -0.767 0.038
H 1.692 -6.011 -1.454 0.075
H 0.476 -7.748 -0.261 0.074
H 0.347 -8.092 -1.987 0.071
C -1.025 -10.794 -3.176 -0.818
O -1.468 -10.625 -2.008 -0.045
O -1.183 -9.666 -3.984 0.022
O -0.492 -11.780 -3.674 0.039
H -1.613 -9.117 -3.308 0.043